Entry 1:
ORCA calculation (ωB97M-V/def2-TZVPD) on an isolated ion of composition C6H15O3SSi and charge -1 in a non-equilibrium geometry.

```
26
Properties=species:S:1:pos:R:3
C 2.56751 -1.19050 0.50848
C 3.92653 0.77886 -0.13805
C -3.93008 -0.37933 1.04113
C -2.86918 -1.08185 -1.15128
C 2.61239 -0.01474 -0.45835
C -2.66966 -0.93293 0.31672
O -0.05185 0.27292 -0.40272
O -2.07481 1.65798 -0.56649
O -1.30094 1.04515 1.66920
Si 1.18145 1.25419 -0.35703
S -1.62631 0.58015 0.33502
H 3.15525 -0.92052 1.50356
H 1.58622 -1.47719 0.66976
H 3.07958 -2.07619 0.02499
H 4.14387 1.56939 -1.00724
H 4.83895 0.13530 -0.35096
H 3.78209 1.18565 0.92001
H -4.96506 -0.38992 0.53019
H -4.19525 -0.91545 1.97626
H -3.64832 0.51390 1.47151
H -1.81640 -0.99615 -1.48886
H -3.52542 -0.28771 -1.49726
H -3.42561 -2.02528 -1.44310
H 2.53322 -0.30641 -1.45701
H 1.32905 1.99428 0.92711
H 1.36279 2.00640 -1.57557
```

Computed properties:
- Max |F|: 0.08618 hartree/bohr
- E_HOMO: -3.101 eV
- SMILES string: CC(C)=[S@@](=O)([O-])O[SiH2]C(C)C
- 2S+1: 1
- Lowest unoccupied orbital energy: 3.41 eV
- Net charge: -1
- DFT total energy: -1150.9562 a.u.
- Energy relative to the best compared isomer or geometry (same formula, charge and spin): 70.13 kcal/mol
- Frontier orbital gap: 6.5101 eV

=====

Entry 2:
ORCA calculation (ωB97M-V/def2-TZVPD) on a 2-piece molecular cluster, C5H10O2 overall in a non-equilibrium geometry.

```
17
Properties=species:S:1:pos:R:3
C 2.37129 0.34914 0.66634
O 0.79108 1.09928 -0.85991
C 1.26998 0.12143 -0.32707
C -0.51257 -0.62452 1.36668
C -1.23677 -0.74388 0.25154
C -1.88238 0.39515 -0.49268
O -2.56870 -0.02659 -1.65605
H 2.88399 -0.57422 0.92661
H 2.01197 0.85807 1.56220
H 3.04942 1.03637 0.14834
H 1.10705 -0.90949 -0.69374
H -0.00681 -1.47577 1.81627
H -0.38952 0.33127 1.87431
H -1.31028 -1.71277 -0.24449
H -2.60007 0.91229 0.14518
H -1.11000 1.12889 -0.75001
H -1.90766 -0.16996 -2.34519
```

Computed properties:
- Max |F|: 0.02600 hartree/bohr
- E_HOMO: -9.539 eV
- SMILES string: C=CCO.CC=O
- 2S+1: 1
- Lowest unoccupied orbital energy: 0.97 eV
- Net charge: 0
- DFT total energy: -346.9181 a.u.
- Energy relative to the best compared isomer or geometry (same formula, charge and spin): 67.34 kcal/mol
- Frontier orbital gap: 10.5063 eV

=====

Entry 3:
ORCA calculation (ωB97M-V/def2-TZVPD) on an isolated ion of composition C10H11BrNO2 and charge +1 in a non-equilibrium geometry.

```
25
Properties=species:S:1:pos:R:3
C -1.18802 -0.94938 0.74804
C -2.01057 0.11816 1.09597
C -0.16190 -0.87396 -0.17831
C -1.91060 1.32450 0.45992
C -0.10780 0.36701 -0.84157
C -1.08745 1.39108 -0.65889
C 0.93686 0.63551 -1.79437
C 1.89648 1.65617 -1.21271
C 2.33877 1.57095 0.22382
C 3.79514 1.04436 0.51636
N -0.87655 2.48060 -1.42778
O -1.65889 3.35963 -1.75858
O 0.52727 0.90079 -3.04302
Br 3.82608 -0.97018 0.47024
H -1.34539 -1.88801 1.18479
H -2.77832 -0.05459 1.86400
H 0.53151 -1.65224 -0.21665
H -2.49531 2.13467 0.69436
H 1.66370 -0.19675 -1.69544
H 2.24391 2.45571 -1.82266
H 2.34244 2.68808 0.50773
H 1.62325 1.02695 0.76358
H 4.00836 1.31363 1.50741
H 4.55799 1.53417 -0.08094
H 1.08899 0.60717 -3.76318
```

Computed properties:
- Max |F|: 0.08888 hartree/bohr
- E_HOMO (alpha / beta): -12.446 / -12.445 eV
- 2S+1: 1
- Lowest unoccupied orbital energy (alpha / beta): -6.36 / -6.36 eV
- Net charge: +1
- DFT total energy: -3166.4405 a.u.
- Energy relative to the best compared isomer or geometry (same formula, charge and spin): 79.96 kcal/mol
- Frontier orbital gap (alpha / beta): 6.0875 / 6.0864 eV

=====

Entry 4:
ORCA calculation (ωB97M-V/def2-TZVPD) on H22Ne2O11 as an isolated structure.

```
35
Properties=species:S:1:pos:R:3
Ne 1.04045 -3.13217 9.68117
Ne 0.98504 -0.12610 11.54297
O -2.13703 -4.37453 11.80187
H -2.90928 -4.60247 12.31947
H -2.43673 -4.41374 10.89365
O 4.31453 -2.69117 11.60798
H 4.50472 -1.75311 11.59742
H 3.42450 -2.75170 11.95498
O 1.91460 -2.98176 13.21758
H 1.82100 -3.80171 13.70250
H 2.41254 -2.41184 13.80365
O -1.92019 -4.45498 7.42708
H -1.70155 -4.60851 6.50792
H -1.58883 -3.57557 7.60893
O 3.52346 -2.63617 7.25672
H 4.29581 -2.11752 7.03153
H 3.24325 -3.02213 6.42682
O -0.75942 -1.92317 8.10016
H -1.16725 -1.29841 7.50051
H -1.12625 -1.70739 8.95754
O -0.26048 -6.75250 11.91941
H 0.45754 -6.45043 11.36314
H -0.76183 -5.96093 12.11508
O 1.84911 -0.41383 8.13583
H 2.40613 -1.16224 7.92173
H 0.95739 -0.72750 7.98524
O 4.35433 -4.38100 9.37729
H 4.55565 -3.73002 10.04954
H 3.99490 -3.87221 8.65053
O 0.37995 -6.61156 7.96317
H 1.21908 -6.68234 7.50810
H 0.11298 -5.70145 7.83413
O 1.78218 -6.00384 10.22284
H 2.59270 -5.56584 9.96313
H 1.36704 -6.25020 9.39629
```

Computed properties:
- Max |F|: 0.01714 hartree/bohr
- E_HOMO: -9.687 eV
- 2S+1: 1
- Lowest unoccupied orbital energy: -0.23 eV
- Net charge: 0
- DFT total energy: -1098.7239 a.u.
- Energy relative to the best compared isomer or geometry (same formula, charge and spin): 0.00 kcal/mol
- Frontier orbital gap: 9.4618 eV

=====

Entry 5:
ORCA calculation (ωB97M-V/def2-TZVPD) on C4H11NO6PS2Tb as an isolated structure.

```
26
Properties=species:S:1:pos:R:3
C 1.96305 2.02008 -0.76594
C 1.79672 1.04889 0.41464
P 2.00363 -0.68632 -0.00119
C 2.24104 -1.76233 1.42369
S 0.30304 -1.38355 -1.20091
O 0.08106 -0.30827 -2.11580
O 0.66245 -2.69916 -1.60143
N -0.87483 -1.41143 -0.05341
S -2.31744 -1.04532 -0.63996
O -3.23523 -1.74522 0.35126
O -2.59303 -1.37842 -1.98872
C -2.63631 0.71232 -0.35704
O -1.92350 1.11597 0.78516
O -1.17414 2.28820 0.46681
H 1.35511 2.90194 -0.58132
H 3.00152 2.33236 -0.85494
H 1.65232 1.58758 -1.71405
H 2.50852 1.26645 1.21598
H 0.78968 1.11291 0.85230
H 3.22078 -2.24132 1.38622
H 2.16149 -1.16354 2.33170
H 1.47896 -2.54097 1.39040
H -2.28788 1.20771 -1.26395
H -3.71375 0.81897 -0.21056
H -1.73220 2.99628 0.82529
Tb -2.73107 -3.04380 1.90577
```

Computed properties:
- Max |F|: 0.01302 hartree/bohr
- E_HOMO (alpha / beta): -17.025 / -16.528 eV
- 2S+1: 7
- Lowest unoccupied orbital energy (alpha / beta): -9.38 / -8.53 eV
- Net charge: +2
- DFT total energy: -2626.5646 a.u.
- Frontier orbital gap (alpha / beta): 7.6480 / 7.9960 eV

=====

Entry 6:
ORCA calculation (ωB97M-V/def2-TZVPD) on a 2-piece molecular cluster, C5H9O2S overall in a non-equilibrium geometry.

```
17
Properties=species:S:1:pos:R:3
C 2.07286 -1.13612 -1.36746
C 1.37760 -0.86757 -0.33426
C 1.34327 -0.93000 1.10662
C -0.90060 1.90607 0.26905
C -0.99337 0.68893 -0.60473
O -1.99992 -1.03574 1.16202
O -3.31051 0.19566 -0.70514
S -2.18973 -0.69472 -0.30737
H 1.63909 -1.01077 -2.42588
H 2.92532 -1.81060 -1.44970
H 0.55309 -1.70220 1.34167
H 2.27368 -1.13126 1.75615
H 0.84005 0.02662 1.59292
H -1.84207 2.51883 0.15773
H -0.05290 2.45504 0.14423
H -1.10654 1.75361 1.35557
H -0.62929 0.77424 -1.69141
```

Computed properties:
- Max |F|: 0.09029 hartree/bohr
- E_HOMO (alpha / beta): -3.261 / -3.189 eV
- 2S+1: 1
- Lowest unoccupied orbital energy (alpha / beta): 3.79 / 3.60 eV
- Net charge: -1
- DFT total energy: -744.4173 a.u.
- Energy relative to the best compared isomer or geometry (same formula, charge and spin): 141.81 kcal/mol
- Frontier orbital gap (alpha / beta): 7.0554 / 6.7913 eV

=====

Q: What is the max |F| in the second record?
A: 0.02600 hartree/bohr

=====

What did the fifth record say?
ORCA calculation (ωB97M-V/def2-TZVPD) on C4H11NO6PS2Tb as an isolated structure.

```
26
Properties=species:S:1:pos:R:3
C 1.96305 2.02008 -0.76594
C 1.79672 1.04889 0.41464
P 2.00363 -0.68632 -0.00119
C 2.24104 -1.76233 1.42369
S 0.30304 -1.38355 -1.20091
O 0.08106 -0.30827 -2.11580
O 0.66245 -2.69916 -1.60143
N -0.87483 -1.41143 -0.05341
S -2.31744 -1.04532 -0.63996
O -3.23523 -1.74522 0.35126
O -2.59303 -1.37842 -1.98872
C -2.63631 0.71232 -0.35704
O -1.92350 1.11597 0.78516
O -1.17414 2.28820 0.46681
H 1.35511 2.90194 -0.58132
H 3.00152 2.33236 -0.85494
H 1.65232 1.58758 -1.71405
H 2.50852 1.26645 1.21598
H 0.78968 1.11291 0.85230
H 3.22078 -2.24132 1.38622
H 2.16149 -1.16354 2.33170
H 1.47896 -2.54097 1.39040
H -2.28788 1.20771 -1.26395
H -3.71375 0.81897 -0.21056
H -1.73220 2.99628 0.82529
Tb -2.73107 -3.04380 1.90577
```

Computed properties:
- Max |F|: 0.01302 hartree/bohr
- E_HOMO (alpha / beta): -17.025 / -16.528 eV
- 2S+1: 7
- Lowest unoccupied orbital energy (alpha / beta): -9.38 / -8.53 eV
- Net charge: +2
- DFT total energy: -2626.5646 a.u.
- Frontier orbital gap (alpha / beta): 7.6480 / 7.9960 eV

=====

Q: DFT total energy of number 5 (C4H11NO6PS2Tb)?
A: -2626.5646 a.u.